97
Properties=species:S:1:pos:R:3:lowdin_spin:R:1 method="wB97M-V/def2-TZVPD" lumo_energy_ev="-6.6 / -6.5" energy_ev=-123974.10233 charge=+2 s_squared=2.0218 de_lowest_ev=0.046 multiplicity=3
Mo 0.05 0.52 0.76 1.726
Cl 2.81 -1.22 2.77 0.011
C 2.50 0.45 3.04 0.014
C 1.56 1.14 2.26 -0.009
C 1.37 2.46 2.66 0.016
Cl 0.08 3.33 1.87 0.000
C 2.05 3.11 3.68 -0.004
Cl 1.72 4.75 4.05 -0.004
C 3.00 2.40 4.40 0.017
Cl 3.87 3.15 5.66 0.007
C 3.20 1.05 4.09 -0.004
Cl 4.32 0.14 5.02 -0.003
N -0.30 2.11 -0.78 0.017
C -1.59 2.78 -0.55 0.001
C -1.95 3.90 -1.23 0.000
C -3.20 4.50 -1.00 -0.001
C -4.08 3.93 -0.12 0.000
C -3.73 2.75 0.57 0.000
C -4.62 2.08 1.44 0.006
C -4.25 0.90 2.00 0.000
C -2.96 0.40 1.76 0.010
N -2.06 1.04 1.03 0.011
C -2.46 2.18 0.38 0.003
H -0.23 1.83 -1.75 0.002
H 0.43 2.80 -0.63 0.004
H -1.27 4.34 -1.95 0.000
H -3.47 5.41 -1.53 0.000
H -5.05 4.37 0.05 0.000
H -5.61 2.50 1.62 0.000
H -4.92 0.33 2.64 0.000
H -2.67 -0.55 2.18 0.000
C 2.12 2.86 -2.31 0.000
C 2.94 2.12 -1.22 -0.001
C 4.40 2.07 -1.67 -0.001
P 2.24 0.44 -0.70 0.016
C 3.78 -0.61 -0.57 0.017
C 4.79 -0.17 0.52 0.001
C 3.39 -2.09 -0.49 0.001
C 1.50 -0.32 -2.15 0.003
C 2.16 -0.43 -3.38 -0.001
C 1.64 -1.17 -4.42 0.004
C 2.34 -1.26 -5.76 0.001
C 0.44 -1.85 -4.18 -0.002
C -0.22 -1.76 -2.97 0.004
C 0.29 -0.98 -1.93 0.001
N -0.40 -0.81 -0.71 0.051
C -1.62 -1.60 -0.60 0.012
C -2.85 -1.10 -1.07 0.002
C -2.93 0.09 -2.00 0.001
C -4.02 -1.79 -0.78 -0.001
C -4.01 -3.00 -0.10 0.002
C -5.29 -3.71 0.26 0.000
C -2.77 -3.58 0.15 0.001
C -1.57 -2.93 -0.15 0.005
C -0.30 -3.74 -0.20 0.000
H 2.80 3.31 -3.03 0.000
H 1.53 3.69 -1.91 0.000
H 1.47 2.20 -2.89 0.000
H 2.91 2.70 -0.29 0.000
H 4.52 1.51 -2.60 0.000
H 5.07 1.66 -0.92 0.000
H 4.73 3.09 -1.87 0.000
H 4.23 -0.45 -1.54 0.001
H 4.44 0.68 1.12 0.000
H 5.73 0.13 0.06 0.000
H 5.01 -0.98 1.20 0.000
H 2.69 -2.29 0.32 0.001
H 4.29 -2.69 -0.32 0.000
H 2.94 -2.44 -1.42 0.000
H 3.11 0.08 -3.52 0.000
H 3.37 -0.92 -5.69 0.000
H 1.83 -0.64 -6.50 0.000
H 2.33 -2.28 -6.13 0.000
H 0.02 -2.46 -4.98 0.000
H -1.14 -2.31 -2.83 0.000
H -3.16 -0.27 -3.01 0.000
H -1.99 0.64 -2.08 0.000
H -3.73 0.78 -1.72 0.000
H -4.97 -1.38 -1.13 0.000
H -6.10 -3.00 0.43 0.000
H -5.17 -4.33 1.14 0.000
H -5.60 -4.37 -0.56 0.000
H -2.72 -4.61 0.52 0.000
H -0.22 -4.43 0.64 0.000
H 0.60 -3.12 -0.27 0.000
H -0.32 -4.35 -1.11 0.000
C -0.91 -2.12 4.89 0.009
C -1.05 -0.73 4.83 -0.001
C -0.76 -0.09 3.66 0.010
N -0.34 -0.73 2.54 0.020
C -0.18 -2.05 2.63 0.016
C -0.46 -2.78 3.77 0.000
H -1.14 -2.66 5.80 0.001
H -1.37 -0.16 5.69 0.000
H -0.86 0.99 3.60 0.001
H 0.20 -2.53 1.75 0.001
H -0.30 -3.85 3.77 0.000

=====

99
Properties=species:S:1:pos:R:3:lowdin_spin:R:1 method="wB97M-V/def2-TZVPD" lumo_energy_ev="-8.9 / -8.8" energy_ev=-100033.05592 charge=+3 s_squared=0.7520 de_lowest_ev=0.177 multiplicity=2
Ti -0.05 1.25 -0.30 0.931
C -4.51 1.57 -0.75 0.000
C -3.24 1.03 -0.50 0.004
N -2.17 1.81 -0.48 0.010
C -2.34 3.13 -0.70 0.001
C -3.61 3.64 -0.93 -0.001
N -4.68 2.86 -0.96 0.001
C -1.10 3.97 -0.76 0.002
C -1.07 5.33 -1.00 0.000
C 0.16 5.98 -1.15 0.000
C 1.34 5.22 -1.05 0.000
C 1.24 3.87 -0.78 0.003
N 0.05 3.28 -0.62 0.005
C 2.41 2.94 -0.61 0.001
C 3.73 3.31 -0.82 0.000
N 4.73 2.47 -0.61 0.000
C 4.44 1.25 -0.20 0.001
C 3.12 0.84 0.00 0.005
N 2.12 1.69 -0.20 0.011
C 0.23 7.43 -1.41 0.000
C -0.78 8.08 -2.12 0.000
C -0.67 9.44 -2.33 0.000
N 0.33 10.18 -1.87 0.000
C 1.29 9.56 -1.19 0.000
C 1.29 8.19 -0.94 0.000
H -5.38 0.92 -0.79 0.000
H -3.10 -0.03 -0.31 0.000
H -3.78 4.70 -1.10 0.000
H -1.99 5.90 -1.07 0.000
H 2.29 5.69 -1.21 0.000
H 4.00 4.31 -1.16 0.000
H 5.26 0.56 -0.03 0.000
H 2.88 -0.17 0.32 0.001
H -1.61 7.54 -2.55 0.000
H -1.43 9.97 -2.89 0.000
H 2.10 10.18 -0.82 0.000
H 2.09 7.77 -0.35 0.000
O -0.10 1.23 1.67 0.007
S 0.61 0.92 3.02 0.001
C -0.51 1.61 4.27 0.000
C 0.37 2.46 5.18 0.000
C 1.30 3.23 4.25 0.000
C 1.87 2.21 3.27 0.000
H -1.04 0.79 4.76 0.000
H -1.21 2.21 3.69 0.000
H 0.95 1.82 5.86 0.000
H -0.25 3.10 5.80 0.000
H 2.11 3.72 4.80 0.000
H 0.75 4.01 3.72 0.000
H 2.75 1.70 3.65 0.000
H 2.10 2.60 2.27 0.000
C 1.12 -1.74 -2.49 0.000
C 0.33 -0.79 -1.67 0.005
O 0.40 0.47 -2.02 -0.009
N -0.34 -0.99 -0.57 0.019
Te -1.17 -2.62 0.26 0.000
C -1.92 -3.93 -1.22 0.000
C -2.13 -5.23 -0.73 0.000
C -1.91 -5.69 0.68 0.000
C -2.62 -6.17 -1.63 0.000
C -2.92 -5.85 -2.95 0.000
C -3.43 -6.89 -3.91 0.000
C -2.78 -4.53 -3.36 0.000
C -2.31 -3.54 -2.51 0.000
C -2.33 -2.12 -3.02 0.000
C 0.53 -3.57 1.03 0.001
C 1.36 -4.45 0.31 0.000
C 1.16 -4.93 -1.09 0.000
C 2.44 -5.00 0.99 0.000
C 2.70 -4.75 2.33 0.000
C 3.85 -5.38 3.04 0.000
C 1.82 -3.91 3.02 0.000
C 0.73 -3.32 2.40 0.000
C -0.21 -2.53 3.28 0.000
H 2.16 -1.40 -2.48 0.000
H 0.79 -1.70 -3.52 0.000
H 1.07 -2.76 -2.12 0.000
H -2.12 -4.93 1.44 0.000
H -0.89 -6.04 0.84 0.000
H -2.58 -6.51 0.89 0.000
H -2.79 -7.18 -1.28 0.000
H -3.50 -7.87 -3.44 0.000
H -2.76 -6.97 -4.77 0.000
H -4.41 -6.62 -4.28 0.000
H -3.08 -4.25 -4.36 0.000
H -3.30 -1.92 -3.47 0.000
H -1.58 -1.97 -3.80 0.000
H -2.18 -1.38 -2.24 0.000
H 0.35 -4.45 -1.64 0.000
H 0.91 -6.00 -1.08 0.000
H 2.09 -4.83 -1.66 0.000
H 3.09 -5.68 0.46 0.000
H 4.48 -5.94 2.35 0.000
H 3.50 -6.07 3.81 0.000
H 4.47 -4.63 3.53 0.000
H 1.99 -3.73 4.07 0.000
H 0.33 -2.16 4.15 0.000
H -1.01 -3.17 3.66 0.000
H -0.68 -1.68 2.79 0.000

=====

105
Properties=species:S:1:pos:R:3:lowdin_spin:R:1 method="wB97M-V/def2-TZVPD" lumo_energy_ev="0.0 / 0.0" energy_ev=-202375.83763 charge=0 s_squared=8.7572 de_lowest_ev=0.000 multiplicity=6
Mn -0.30 0.29 -1.75 4.680
C -3.85 4.41 2.66 0.000
C -2.37 4.62 2.32 0.000
C -1.55 3.52 3.01 0.000
C -1.90 5.97 2.87 0.000
C -2.20 4.57 0.80 0.000
C -2.64 5.66 0.02 0.000
C -2.47 5.71 -1.34 0.000
C -1.86 4.62 -1.97 0.002
S -1.44 4.39 -3.63 0.004
C -0.78 2.83 -3.24 0.009
N -0.89 2.50 -1.98 0.038
C -1.47 3.51 -1.23 0.004
C -1.63 3.49 0.16 0.000
C -0.15 1.95 -4.24 0.011
C -0.08 2.35 -5.57 -0.001
C 0.51 1.51 -6.51 0.008
C 1.02 0.28 -6.10 -0.001
C 0.92 -0.10 -4.76 0.013
C 0.35 0.72 -3.78 0.016
H -4.00 4.46 3.74 0.000
H -4.19 3.43 2.31 0.000
H -4.47 5.18 2.19 0.000
H -1.66 3.62 4.09 0.000
H -0.49 3.61 2.77 0.000
H -1.89 2.52 2.73 0.000
H -1.92 5.95 3.96 0.000
H -2.53 6.80 2.55 0.000
H -0.87 6.18 2.56 0.000
H -3.11 6.51 0.51 0.000
H -2.80 6.57 -1.91 0.000
H -1.30 2.62 0.71 0.000
H -0.49 3.30 -5.90 0.000
H 0.58 1.81 -7.54 0.001
H 1.47 -0.38 -6.82 0.000
H 1.29 -1.08 -4.48 0.001
C 3.71 -2.46 2.96 0.000
C 3.08 -3.51 2.05 0.000
C 2.11 -2.93 1.03 0.002
N 2.80 -2.03 0.12 0.010
C 2.31 -1.64 -1.05 0.017
S 0.84 -2.20 -1.65 0.028
N 3.01 -0.71 -1.80 0.005
C 4.21 -0.05 -1.51 0.001
O 4.38 1.08 -1.88 0.002
C 5.30 -0.83 -0.85 0.000
C 6.11 -0.17 0.08 0.000
C 7.14 -0.85 0.70 0.000
C 7.39 -2.18 0.38 0.000
C 6.60 -2.83 -0.56 0.000
C 5.55 -2.16 -1.17 0.000
H 4.32 -2.93 3.73 0.000
H 2.94 -1.86 3.45 0.000
H 4.37 -1.78 2.42 0.000
H 2.53 -4.23 2.65 0.000
H 3.86 -4.07 1.52 0.000
H 1.30 -2.39 1.53 0.000
H 1.64 -3.72 0.44 0.001
H 3.59 -1.54 0.50 0.000
H 2.44 -0.23 -2.49 0.004
H 5.91 0.87 0.30 0.000
H 7.76 -0.34 1.43 0.000
H 8.20 -2.71 0.86 0.000
H 6.80 -3.86 -0.82 0.000
H 4.92 -2.66 -1.89 0.000
C -3.13 -3.73 -2.23 0.001
N -4.02 -2.65 -1.86 0.005
C -5.16 -2.76 -1.08 0.002
C -5.70 -1.53 -0.99 0.001
N -4.89 -0.68 -1.72 0.005
C -5.02 0.76 -1.77 0.001
C -3.86 -1.37 -2.24 0.009
Se -2.47 -0.71 -3.28 0.032
H -3.48 -4.64 -1.75 0.000
H -2.12 -3.50 -1.92 0.000
H -3.13 -3.85 -3.31 0.000
H -5.47 -3.70 -0.65 0.000
H -6.56 -1.18 -0.46 0.000
H -6.07 1.03 -1.68 0.000
H -4.62 1.12 -2.71 0.000
H -4.45 1.20 -0.94 0.000
N -0.12 -5.57 3.69 0.000
C -0.58 -4.38 3.14 0.000
C -1.01 -3.34 3.96 0.000
C -1.49 -2.16 3.41 0.000
C -1.56 -2.02 2.03 0.001
C -1.15 -3.06 1.20 0.001
C -0.66 -4.23 1.75 0.000
S -2.11 -0.51 1.29 0.006
O -3.21 -0.82 0.42 0.000
O -2.33 0.42 2.37 0.002
N -0.88 -0.07 0.36 0.024
C 0.26 0.43 0.90 0.009
S 0.79 0.45 2.56 0.002
C 2.30 1.11 2.05 0.003
C 2.30 1.31 0.71 0.004
N 1.15 0.92 0.06 0.032
H 0.19 -5.54 4.64 0.000
H 0.44 -6.16 3.09 0.000
H -0.95 -3.45 5.04 0.000
H -1.81 -1.34 4.04 0.000
H -1.18 -2.93 0.13 0.000
H -0.33 -5.04 1.10 0.000
H 3.06 1.39 2.76 0.001
H 3.10 1.77 0.14 0.000